[1]
Entry from the Open Molecules 2025 dataset: a 2-piece molecular cluster, C5H9NO overall in a non-equilibrium geometry (ωB97M-V/def2-TZVPD).

Values from the calculation:
- Energy relative to the best compared isomer or geometry (same formula, charge and spin): 53.2 kcal/mol
- M: 99.13 g/mol
- Structure (SMILES): [H]/N=C/C=C.CC=O
- Strongest force on any atom: 1.78 eV/A
- Gap between HOMO and LUMO: 10.57 eV
- Charge: 0

Geometry (Å):
H: 0.740 -1.391 -2.284
N: -0.184 -0.952 -2.193
C: -0.043 0.243 -1.730
C: -1.202 1.115 -1.481
C: -1.054 2.220 -0.744
H: 0.955 0.643 -1.479
H: -2.155 0.809 -1.895
H: -1.905 2.863 -0.539
H: -0.100 2.501 -0.304
C: 0.794 -1.739 2.071
C: 0.590 -0.378 1.486
O: 1.499 0.422 1.290
H: 0.848 -2.472 1.263
H: 1.712 -1.758 2.662
H: -0.054 -1.972 2.720
H: -0.439 -0.155 1.160

***

[2]
Entry from the Open Molecules 2025 dataset: a 7-piece molecular cluster, C7H28O7 overall (ωB97M-V/def2-TZVPD).

Values from the calculation:
- Energy relative to the best compared isomer or geometry (same formula, charge and spin): 81.3 kcal/mol
- M: 224.29 g/mol
- Structure (SMILES): CO.CO.CO.CO.CO.CO.CO
- Strongest force on any atom: 0.82 eV/A
- Gap between HOMO and LUMO: 10.16 eV
- Charge: 0

Geometry (Å):
C: -3.072 2.343 0.904
O: -2.713 1.709 -0.328
H: -3.570 3.282 0.659
H: -3.679 1.704 1.551
H: -2.167 2.551 1.476
H: -3.344 1.890 -1.021
C: -0.173 -0.829 -0.202
O: -0.634 0.147 0.718
H: 0.102 -0.391 -1.164
H: 0.686 -1.345 0.220
H: -0.953 -1.573 -0.405
H: -1.340 0.675 0.302
C: 1.153 -2.031 -4.191
O: 1.758 -1.571 -2.988
H: 1.639 -2.934 -4.576
H: 0.106 -2.299 -4.012
H: 1.252 -1.259 -4.950
H: 1.945 -2.341 -2.444
C: 1.143 3.073 1.546
O: 1.138 4.460 1.885
H: 0.980 2.454 2.432
H: 0.305 2.869 0.884
H: 2.085 2.805 1.067
H: 1.870 4.617 2.485
C: -1.324 1.201 -4.043
O: -0.587 1.903 -5.052
H: -0.792 1.238 -3.090
H: -2.289 1.693 -3.889
H: -1.474 0.176 -4.365
H: -0.280 2.703 -4.615
C: 1.973 -3.501 2.145
O: 2.188 -4.565 1.227
H: 2.660 -2.663 2.033
H: 0.959 -3.112 2.053
H: 2.012 -3.895 3.167
H: 3.123 -4.781 1.264
C: -0.166 -0.826 4.235
O: 0.594 -0.375 3.127
H: 0.355 -0.568 5.155
H: -1.178 -0.409 4.242
H: -0.283 -1.918 4.201
H: -0.009 -0.306 2.358

***

[3]
Entry from the Open Molecules 2025 dataset: a 2-piece molecular cluster, C12H18FO5 overall in a non-equilibrium geometry (ωB97M-V/def2-TZVPD).

Values from the calculation:
- M: 261.27 g/mol
- Strongest force on any atom: 9.71 eV/A
- Gap between HOMO and LUMO: 4.55 eV
- Charge: -1

Geometry (Å):
C: 6.626 -3.497 -0.790
C: 6.494 -2.189 -0.304
C: 6.262 -0.724 0.403
C: 5.517 0.375 -0.594
C: 4.194 1.044 0.148
O: 3.139 1.477 -0.782
C: 1.973 2.038 -0.083
O: 2.069 2.194 1.261
O: 0.678 2.400 -0.749
C: -0.328 1.720 0.118
C: -1.793 1.519 -0.598
C: -2.359 0.052 -0.132
C: -3.862 0.235 0.576
O: -4.921 0.143 -0.447
C: -6.012 -0.631 0.203
C: -6.314 -2.157 -0.402
O: -6.690 -0.132 1.240
H: 6.515 -4.644 -1.090
H: 7.338 -0.322 0.726
H: 5.664 -0.880 1.421
H: 6.298 1.270 -0.701
H: 5.304 -0.032 -1.670
H: 4.629 1.926 0.823
H: 3.725 0.186 0.828
H: 0.133 0.642 0.335
H: -0.535 2.324 1.125
H: -1.810 1.717 -1.751
H: -2.529 2.326 -0.118
H: -2.379 -0.658 -1.067
H: -1.700 -0.482 0.699
H: -3.940 1.222 1.215
H: -3.946 -0.659 1.355
H: -6.321 -2.863 0.557
H: -7.307 -2.217 -1.020
H: -5.405 -2.479 -1.079
F: -8.407 -0.240 0.343

***

[4]
Entry from the Open Molecules 2025 dataset: a 4-piece molecular cluster, C3H14NO3 overall in a non-equilibrium geometry (ωB97M-V/def2-TZVPD).

Values from the calculation:
- Energy relative to the best compared isomer or geometry (same formula, charge and spin): 57.5 kcal/mol
- Spin multiplicity: 2
- ⟨S²⟩: 0.7519
- M: 112.15 g/mol
- Strongest force on any atom: 4.39 eV/A
- Gap between HOMO and LUMO (alpha / beta): 2.41 / 8.36 eV
- Charge: 0

Geometry (Å):
C: -1.725 0.765 0.642
C: -0.896 0.220 -0.464
C: -0.883 0.655 -1.707
N: -0.033 -0.937 -0.118
H: -1.189 1.540 1.190
H: -2.618 1.243 0.214
H: -2.142 0.019 1.314
H: -0.308 0.323 -2.565
H: -1.588 1.412 -2.054
H: 0.722 -0.578 0.488
H: 0.282 -1.435 -0.979
H: -0.544 -1.679 0.394
H: -0.306 -4.441 -0.677
H: 0.317 -3.996 0.761
O: -0.195 -3.743 -0.020
H: 3.160 -0.649 1.972
H: 2.939 -0.644 0.421
O: 2.504 -0.768 1.276
H: 0.226 4.324 0.470
H: 1.579 4.367 -0.244
O: 0.694 4.003 -0.315

***

no.,E (eV)
1,-8866.90680
2,-22042.35177
3,-25678.42489
4,-10966.20774